1.
Density functional theory data (the ωB97M-V functional and the def2-TZVPD basis) for the ion C11H18N3O2 with charge +1 in a non-equilibrium geometry.

Geometry as XYZ:
```
34
Properties=species:S:1:pos:R:3
O 6.201 0.431 0.003
O 4.269 -0.732 -0.332
N -3.816 -1.146 -0.719
N -2.585 0.500 0.040
N -4.492 -0.676 0.358
C 5.190 -0.306 2.015
C -2.670 -0.465 -0.911
C -0.364 -0.065 -2.093
C -4.204 1.054 2.071
C 0.471 -0.205 -0.745
C -4.737 2.370 2.108
C 5.271 -0.156 0.457
C 1.910 -0.797 -0.948
C -3.751 0.306 0.831
C 3.024 -0.003 -0.185
C -1.727 -0.837 -2.074
H -4.080 3.264 2.234
H -1.844 1.189 0.133
H 2.790 0.163 0.896
H 4.412 0.423 2.359
H 1.910 -1.863 -0.612
H 2.236 -0.823 -2.022
H -0.132 -0.845 -0.046
H 6.171 -0.150 2.509
H -2.248 -0.790 -3.067
H -1.474 -1.926 -1.940
H 4.805 -1.325 2.261
H -0.497 1.003 -2.391
H 3.184 0.971 -0.724
H -4.061 -1.894 -1.364
H -4.152 0.491 3.040
H -5.843 2.556 2.074
H 0.262 -0.550 -2.889
H 0.571 0.832 -0.328
```

Properties
Energy relative to the best compared isomer or geometry (same formula, charge and spin) in kJ/mol: 414.48
2S+1: 1
Total charge: +1
HOMO-LUMO gap in eV: 6.8
LUMO in Ha: -0.182
Highest occupied orbital energy in eV: -11.72
SMILES: C=Cc1n[nH]c(CCCCCOC(C)=O)[nH+]1


2.
Density functional theory data (the ωB97M-V functional and the def2-TZVPD basis) for a structure of composition C10H18BrFNO6P2PdTe.

Geometry as XYZ:
```
41
Properties=species:S:1:pos:R:3
Te 2.655 0.499 -1.101
Pd 1.007 0.148 0.776
Br 1.198 -6.432 0.241
P -1.915 1.978 1.235
P 1.219 2.651 2.197
F 0.673 0.388 -2.409
O -0.863 2.020 -1.117
O 1.837 3.951 2.957
O 1.505 2.758 0.738
O 1.689 1.412 2.922
O -1.016 1.208 0.049
O -2.259 0.754 2.139
N -0.791 1.810 3.732
C 1.972 -2.512 1.373
C 4.416 0.133 0.099
C 0.532 -3.794 -0.629
C -0.590 2.728 2.565
C 1.956 -3.902 1.324
C 1.264 -1.759 0.441
C -1.107 4.128 2.861
C 0.561 -2.407 -0.568
C 1.229 -4.524 0.321
C 3.020 -1.265 -2.222
H -1.187 2.265 4.545
H 2.500 -4.490 2.051
H -0.303 1.369 -1.658
H -2.186 4.112 3.045
H 0.048 -1.809 -1.315
H 4.408 0.879 0.894
H 0.116 1.371 3.935
H 2.065 4.615 2.290
H 3.069 -2.136 -1.575
H -0.023 -4.301 -1.407
H -0.948 4.762 1.987
H 2.198 -1.346 -2.924
H 4.372 -0.862 0.541
H 3.967 -1.134 -2.746
H 2.546 -2.009 2.143
H -0.598 4.588 3.711
H 5.330 0.233 -0.489
H -1.524 1.045 3.225
```

Properties
Energy relative to the best compared isomer or geometry (same formula, charge and spin) in kJ/mol: 0.00
2S+1: 1
Total charge: -1
HOMO-LUMO gap in eV: 7.4
LUMO in Ha: 0.093
Highest occupied orbital energy in eV: -4.84


3.
Density functional theory data (the ωB97M-V functional and the def2-TZVPD basis) for a structure of composition C22H40CrGe2NOSi in a non-equilibrium geometry.

Geometry as XYZ:
```
68
Properties=species:S:1:pos:R:3
Ge -1.480 -1.483 -0.883
Ge 1.593 -0.817 -1.464
Cr 0.055 0.357 0.288
Si -2.770 0.841 1.997
O -1.653 0.268 0.888
N 1.641 1.387 0.665
C 1.579 -4.740 -5.283
C 0.776 -2.257 -2.522
C -2.818 -0.252 3.483
C -0.494 -2.481 -2.211
C 2.082 0.771 -2.517
C -2.022 -2.714 0.509
C 4.249 -2.094 -0.828
C 2.847 -2.751 -3.860
C 2.369 2.156 1.102
C 3.291 3.137 1.666
C -2.872 -0.508 -1.807
C 2.912 -4.451 -5.551
C -3.664 -1.428 -2.744
C 3.119 0.615 -3.633
C -2.183 2.527 2.522
C -4.438 0.972 1.228
C 0.891 -4.036 -4.311
C 2.629 3.950 2.792
C 1.513 -3.023 -3.574
C 2.999 -1.435 -0.236
C 3.547 -3.451 -4.834
C -2.620 -3.998 -0.078
H -1.918 -4.507 -0.740
H 2.774 -0.055 -4.417
H -2.725 -2.199 1.163
H -1.135 -2.942 1.103
H -2.908 2.982 3.204
H 4.012 -3.018 -1.350
H -4.433 -0.860 -3.269
H 4.166 2.595 2.027
H 3.316 1.585 -4.093
H 1.073 -5.519 -5.838
H 3.347 4.674 3.169
H 2.423 1.516 -1.795
H -4.839 0.002 0.924
H 2.500 -2.124 0.449
H 3.286 -0.563 0.356
H -1.064 -3.258 -2.725
H -1.230 2.463 3.058
H 1.755 4.486 2.425
H 4.771 -1.438 -1.527
H -2.877 -4.695 0.721
H 1.141 1.144 -2.928
H -3.513 -0.036 -1.063
H 4.585 -3.213 -5.031
H 3.448 -5.003 -6.312
H -4.166 -2.232 -2.204
H -3.532 -3.805 -0.645
H -4.426 1.631 0.356
H 4.073 0.234 -3.262
H -1.866 -0.222 4.019
H 3.358 -1.975 -3.314
H 2.326 3.303 3.613
H -3.594 0.110 4.164
H 4.950 -2.340 -0.028
H 3.620 3.781 0.850
H -2.388 0.290 -2.373
H -3.044 -1.294 3.250
H -2.064 3.203 1.670
H -3.024 -1.885 -3.501
H -5.131 1.400 1.959
H -0.146 -4.284 -4.128
```

Properties
2S+1: 5
Total charge: +1
HOMO-LUMO gap (alpha / beta) in eV: 7.4 / 6.8
LUMO (alpha / beta) in Ha: -0.128 / -0.148
⟨S²⟩: 6.0539
Highest occupied orbital energy (alpha / beta) in eV: -10.85 / -10.85


4.
Density functional theory data (the ωB97M-V functional and the def2-TZVPD basis) for a structure of composition C20H27FN3O7PTeV in a non-equilibrium geometry.

Geometry as XYZ:
```
61
Properties=species:S:1:pos:R:3
Te 1.394 2.132 -1.561
V -1.943 -0.349 -0.645
P -1.142 1.991 -0.185
F 4.041 -0.516 -3.740
O -0.086 -0.802 -1.090
O -0.313 3.306 -0.721
O -1.068 -2.247 2.662
O -1.714 -1.400 0.677
O -3.694 -0.523 -1.073
O -1.740 1.231 -1.511
O -2.497 2.751 0.240
N -5.791 -0.815 -1.844
N -4.790 1.281 -1.858
N 2.933 -1.765 1.494
C -0.747 -1.810 1.611
C -0.933 4.490 -1.412
C -4.778 -0.017 -1.605
C 3.227 -1.446 0.155
C 2.176 -1.235 -0.748
C 3.747 -0.803 -2.477
C 5.709 -1.561 0.679
C -0.861 4.371 -2.906
C 4.805 -1.002 -1.586
C 4.052 -1.849 2.508
C -3.220 1.459 2.231
C 0.594 -1.650 1.045
C 4.568 -1.330 -0.275
C 0.814 -1.237 -0.279
C -2.982 2.820 1.624
C 3.650 -2.621 3.750
C 2.442 -0.915 -2.093
C -5.833 -2.254 -1.549
C 1.680 -1.895 1.876
C 5.270 -2.446 1.829
H 3.321 -3.632 3.505
H 0.166 4.345 -3.268
H -3.877 0.855 1.600
H -5.592 1.736 -2.263
H -3.960 1.824 -1.664
H -6.805 -2.489 -1.126
H -6.605 -0.412 -2.286
H -5.062 -2.497 -0.826
H -2.294 0.911 2.408
H -0.360 5.330 -1.030
H 6.549 -1.998 0.140
H 5.821 -0.911 -1.951
H 6.048 -0.596 1.066
H 5.032 -3.454 1.475
H 1.640 -0.837 -2.812
H -3.714 1.582 3.195
H -3.905 3.386 1.542
H -1.375 3.484 -3.275
H 1.495 -2.191 2.897
H -1.339 5.258 -3.327
H 4.272 -0.813 2.777
H -2.272 3.408 2.204
H -5.681 -2.829 -2.459
H 6.066 -2.537 2.567
H 4.530 -2.701 4.386
H -1.949 4.555 -1.042
H 2.882 -2.124 4.342
```

Properties
Energy relative to the best compared isomer or geometry (same formula, charge and spin) in kJ/mol: 417.12
2S+1: 2
Total charge: +2
HOMO-LUMO gap (alpha / beta) in eV: 5.3 / 5.0
LUMO (alpha / beta) in Ha: -0.279 / -0.287
⟨S²⟩: 0.7887
Highest occupied orbital energy (alpha / beta) in eV: -12.91 / -12.82


5.
Density functional theory data (the ωB97M-V functional and the def2-TZVPD basis) for a cluster of 2 separate species, C2H5NO in total in a non-equilibrium geometry.

Geometry as XYZ:
```
9
Properties=species:S:1:pos:R:3
O -0.312 -1.324 -1.497
N -0.014 0.248 1.384
C 0.898 -1.013 -1.269
C -1.018 0.776 0.730
H 1.603 -0.397 -1.937
H 1.454 -1.400 -0.308
H -1.355 0.435 -0.306
H -1.557 1.652 1.169
H 0.301 1.023 2.033
```

Properties
Energy relative to the best compared isomer or geometry (same formula, charge and spin) in kJ/mol: 302.41
2S+1: 1
Total charge: 0
HOMO-LUMO gap in eV: 10.7
LUMO in Ha: 0.026
Highest occupied orbital energy in eV: -9.99
SMILES: C=N.C=O


6.
Density functional theory data (the ωB97M-V functional and the def2-TZVPD basis) for a cluster of 4 separate species, C4H10N2 in total in a non-equilibrium geometry.

Geometry as XYZ:
```
16
Properties=species:S:1:pos:R:3
N 0.019 -0.217 -0.289
N 1.106 1.651 0.580
C 0.582 -1.006 0.770
C -0.629 1.924 -1.161
C -0.098 -2.413 0.550
C 0.311 1.149 -0.314
H 1.093 2.626 0.412
H -1.354 2.950 0.007
H 0.311 -0.766 1.822
H 0.461 2.706 -2.156
H -1.900 0.793 -1.910
H -0.833 -0.549 -0.637
H 0.497 -3.144 1.050
H 1.719 -0.939 0.635
H -1.081 -2.206 1.251
H -0.204 -2.561 -0.609
```

Properties
Energy relative to the best compared isomer or geometry (same formula, charge and spin) in kJ/mol: 910.47
2S+1: 1
Total charge: 0
HOMO-LUMO gap in eV: 8.0
LUMO in Ha: -0.040
Highest occupied orbital energy in eV: -9.07


7.
Density functional theory data (the ωB97M-V functional and the def2-TZVPD basis) for a structure of composition C6H5N3OS in a non-equilibrium geometry.

Geometry as XYZ:
```
16
Properties=species:S:1:pos:R:3
S 1.360 2.561 -2.554
O -1.042 -2.541 0.145
N 1.028 2.676 -0.914
N 0.855 0.994 -2.885
N -0.877 -0.610 2.400
C 0.085 1.106 0.846
C -0.111 -0.908 -1.396
C 0.507 1.461 -0.551
C -0.551 -1.238 -0.065
C 0.416 0.467 -1.692
C -0.444 -0.224 1.052
H -0.172 -1.639 -2.242
H 0.177 1.817 1.698
H -0.245 -3.044 0.416
H -0.059 -1.118 2.774
H -0.926 0.239 2.969
```

Properties
Energy relative to the best compared isomer or geometry (same formula, charge and spin) in kJ/mol: 46.95
2S+1: 1
Total charge: 0
HOMO-LUMO gap in eV: 8.0
LUMO in Ha: -0.030
Highest occupied orbital energy in eV: -8.79


E_tot for the records above, in order: -744.2652; -4650.6385; -6479.8745; -3122.1034; -209.1071; -267.5785; -869.2841 Ha